No. 1
The following is a DFT calculation (wB97M-V/def2-TZVPD) of 2 unconnected molecules or ions with the total composition C2H8N2O2.

Structure (ORCA input):
```
! wB97M-V def2-TZVPD RIJCOSX def2/J DEFGRID3
* xyz 0 1
N 0.6166 1.3268 -0.5997
C -0.0998 0.1806 -1.1597
N -0.3406 -0.8021 -0.1356
C -0.1460 -2.1312 -0.3878
O 0.6442 -2.5735 -1.1828
H 1.4499 0.9609 -0.1572
H 0.9569 1.8573 -1.3916
H -1.0471 0.4798 -1.6167
H 0.4738 -0.2778 -1.9663
H -0.7505 -0.4485 0.7168
H -0.7803 -2.7283 0.2907
O -0.3712 1.1091 2.2473
H -0.7436 1.1224 3.1387
H 0.1377 1.9248 2.2038
*
```

## Properties
ΔE to the lowest compared entry with this formula, charge and spin = 23.8 kcal/mol
HOMO energy = -9.34 eV
Calculated total energy = -340.99252 Eh
SMILES = NCNC=O.O
HOMO-LUMO gap = 0.36797 hartree

***

No. 2
The following is a DFT calculation (wB97M-V/def2-TZVPD) of C2H8N2O2 in the gas phase.

Structure (ORCA input):
```
! wB97M-V def2-TZVPD RIJCOSX def2/J DEFGRID3
* xyz 0 1
C 1.4360 0.8513 -0.9286
O 1.2891 -0.3339 -0.1683
N -0.0049 -0.6044 0.4185
C -0.4427 0.4027 1.3616
N -0.8372 -0.8410 -0.6677
O -1.6538 -1.9842 -0.2521
H 0.7463 0.8654 -1.7779
H 1.2985 1.7527 -0.3219
H 2.4597 0.8232 -1.2966
H 0.3813 0.6014 2.0436
H -1.2802 -0.0172 1.9163
H -0.7620 1.3419 0.8889
H -1.5364 -0.1039 -0.7941
H -1.0938 -2.7541 -0.4218
*
```

## Properties
ΔE to the lowest compared entry with this formula, charge and spin = 128.0 kcal/mol
HOMO energy = -9.58 eV
Calculated total energy = -340.82645 Eh
SMILES = CON(C)NO
HOMO-LUMO gap = 0.38881 hartree

***

No. 3
The following is a DFT calculation (wB97M-V/def2-TZVPD) of 2 unconnected molecules or ions with the total composition C2H8N2O2.

Structure (ORCA input):
```
! wB97M-V def2-TZVPD RIJCOSX def2/J DEFGRID3
* xyz 1 2
N -1.2554 0.8281 -1.9966
C -0.3704 1.3379 -0.8550
O -1.2772 1.9791 0.0706
H -0.8032 0.1894 -2.6492
H -1.6894 1.6048 -2.5918
H 0.4385 2.0583 -1.2227
H 0.0740 0.4190 -0.4083
H -2.1534 1.4528 0.0227
C 0.6621 -1.4088 1.9234
N 1.6069 -1.9552 1.2426
O -0.4610 -0.9676 1.5864
H 1.0369 -1.3518 3.0201
H 1.6830 -1.9691 0.2563
H 2.5086 -2.2169 1.6016
*
```

## Properties
ΔE to the lowest compared entry with this formula, charge and spin = 47.2 kcal/mol
HOMO energy (spin up / spin down) = -14.41 / -13.40 eV
Calculated total energy = -340.61333 Eh
HOMO-LUMO gap (spin up / spin down) = 0.40826 / 0.14205 hartree

***

No. 4
The following is a DFT calculation (wB97M-V/def2-TZVPD) of 2 unconnected molecules or ions with the total composition C2H8N2O2.

Structure (ORCA input):
```
! wB97M-V def2-TZVPD RIJCOSX def2/J DEFGRID3
* xyz 1 2
N 1.9079 -0.2825 4.3125
C 3.2136 -0.4553 3.7159
O 4.2187 -1.3801 4.3784
H 1.7444 -0.7971 5.1665
H 1.1605 -0.7521 3.8473
H 3.0067 -0.6802 2.6507
H 3.7788 0.4825 3.8858
H 5.0836 -1.0344 4.1825
C -3.6880 0.4753 -4.7226
N -3.3687 1.8299 -4.7757
O -3.0868 -0.2097 -3.7979
H -4.2996 0.0470 -5.5342
H -2.8056 2.1503 -3.9326
H -3.6522 2.3516 -5.6266
*
```

## Properties
ΔE to the lowest compared entry with this formula, charge and spin = 68.5 kcal/mol
HOMO energy (spin up / spin down) = -11.35 / -11.35 eV
Calculated total energy = -340.57937 Eh
HOMO-LUMO gap (spin up / spin down) = 0.28120 / 0.04525 hartree

***

No. 5
The following is a DFT calculation (wB97M-V/def2-TZVPD) of C2H8N2O2S in the gas phase.

Structure (ORCA input):
```
! wB97M-V def2-TZVPD RIJCOSX def2/J DEFGRID3
* xyz 0 1
N 2.7293 -0.2289 -0.4117
C 1.5503 0.5070 -0.2353
S -0.1442 -0.4502 0.6623
O 0.0674 -0.5198 2.0993
O -0.4523 -1.7436 0.0141
C -1.6705 0.6613 0.0836
N -2.6144 -0.0218 -0.6735
H 2.6405 -1.0804 -0.8494
H 3.3147 -0.3828 0.5307
H 1.5963 1.2450 0.5457
H 1.0964 0.8129 -1.1272
H -1.9658 0.8617 1.1007
H -1.1556 1.4589 -0.5447
H -2.9905 -0.5547 0.0800
H -2.0015 -0.5645 -1.2746
*
```

## Properties
ΔE to the lowest compared entry with this formula, charge and spin = 30.1 kcal/mol
HOMO energy = -8.61 eV
Calculated total energy = -739.09487 Eh
SMILES = NCS(=O)(=O)CN
HOMO-LUMO gap = 0.34082 hartree

***

No. 6
The following is a DFT calculation (wB97M-V/def2-TZVPD) of 2 unconnected molecules or ions with the total composition C2H8N2S.

Structure (ORCA input):
```
! wB97M-V def2-TZVPD RIJCOSX def2/J DEFGRID3
* xyz -1 2
C 3.2582 -0.4511 -0.6961
S 2.3142 -1.0736 0.7844
H 4.2444 -0.8371 -0.6366
H 3.5245 0.6020 -0.7862
H 2.7159 -0.8853 -1.5507
N -1.0962 -0.1795 0.3747
C -2.0254 0.7041 0.0305
N -3.3744 0.6424 0.3752
H -1.2074 -0.4662 1.3804
H 1.0253 -0.7488 0.7419
H -1.7275 1.6462 -0.5995
H -3.9405 1.3100 -0.1027
H -3.7113 -0.2630 0.6847
*
```

## Properties
ΔE to the lowest compared entry with this formula, charge and spin = 44.1 kcal/mol
HOMO energy (spin up / spin down) = 1.17 / -2.87 eV
Calculated total energy = -588.58756 Eh
HOMO-LUMO gap (spin up / spin down) = 0.09439 / 0.24201 hartree